DFT (ωB97M-V with the def2-TZVPD basis set) results for C4H12N2O in the gas phase in a non-equilibrium geometry.

Last column: Löwdin charge in e.
Geometry (Å):
1 C -1.669 0.611 -0.942  -0.04
2 C -0.392 0.101 -0.256  -0.41
3 C -0.791 -0.734 0.933  -0.25
4 N -1.012 -2.134 0.613  0.03
5 N 0.665 1.045 0.074  -0.04
6 C 1.988 0.629 0.408  -0.24
7 O 2.932 0.590 -0.773  -0.09
8 H -2.266 1.008 -0.197  0.03
9 H -1.465 1.407 -1.715  0.10
10 H -2.111 -0.328 -1.414  0.10
11 H 0.213 -0.441 -0.959  0.13
12 H 0.035 -0.701 1.623  0.10
13 H -1.689 -0.270 1.352  0.12
14 H -1.768 -2.262 0.064  0.01
15 H -0.199 -2.463 0.081  0.09
16 H 0.442 1.896 0.511  0.10
17 H 2.071 -0.429 0.755  0.12
18 H 2.414 1.219 1.201  0.11
19 H 2.602 1.257 -1.360  0.05

The SMILES is C[C@H](CN)NCO. As for the total charge: 0. The calculation puts the LUMO energy at 1.0 eV. As for the spin multiplicity: 1. Its energy relative to the best compared isomer or geometry (same formula, charge and spin) is 2.091 eV.

=====

DFT (ωB97M-V with the def2-TZVPD basis set) results for 3 unconnected molecules or ions with the total composition C13H29B3O11 in a non-equilibrium geometry.

Last column: Löwdin charge in e.
Geometry (Å):
1 C -0.571 -2.722 3.666  -0.10
2 C -1.171 -1.791 2.608  -0.11
3 B -0.591 -0.345 2.569  -0.54
4 O -1.201 0.673 1.831  0.23
5 B -0.324 1.362 1.019  -0.32
6 O 0.908 1.694 1.540  0.28
7 B 1.476 0.793 2.442  -0.70
8 O 2.813 0.682 2.596  0.14
9 C 3.659 0.569 1.454  -0.11
10 C 3.549 -0.821 0.839  -0.41
11 C 3.924 -1.930 1.815  -0.01
12 O 4.427 -0.868 -0.285  -0.02
13 O 0.616 -0.024 3.164  0.33
14 H -0.350 -2.188 4.590  0.08
15 H -1.252 -3.539 3.910  0.07
16 H 0.362 -3.172 3.322  0.07
17 H -0.981 -2.192 1.602  0.12
18 H -2.262 -1.744 2.675  0.11
19 H -0.582 1.589 -0.119  0.12
20 H 3.404 1.327 0.709  0.14
21 H 4.683 0.743 1.783  0.14
22 H 2.515 -0.971 0.493  0.14
23 H 4.965 -2.206 1.645  0.09
24 H 3.310 -2.821 1.681  0.08
25 H 3.804 -1.596 2.845  0.09
26 H 3.915 -0.717 -1.083  0.07
27 C -3.646 2.704 3.151  -0.05
28 C -4.300 1.620 2.325  -0.20
29 O -5.735 1.773 2.288  0.04
30 C -6.185 2.696 1.444  -0.62
31 O -5.517 3.377 0.707  0.12
32 O -7.513 2.751 1.553  0.00
33 C -8.135 3.731 0.715  -0.04
34 H -4.077 2.731 4.152  0.08
35 H -2.579 2.502 3.236  0.07
36 H -3.781 3.679 2.684  0.08
37 H -4.151 0.638 2.770  0.12
38 H -3.917 1.599 1.306  0.12
39 H -7.836 3.593 -0.322  0.09
40 H -7.861 4.734 1.038  0.10
41 H -9.202 3.573 0.831  0.09
42 C 2.778 -0.328 -7.227  -0.06
43 C 4.003 -0.469 -6.353  -0.20
44 O 3.652 -0.549 -4.954  0.04
45 C 3.212 -1.734 -4.547  -0.61
46 O 3.110 -2.731 -5.211  0.13
47 O 2.904 -1.638 -3.247  -0.01
48 C 2.366 -2.841 -2.682  -0.03
49 H 2.184 0.531 -6.917  0.08
50 H 3.086 -0.178 -8.263  0.08
51 H 2.162 -1.224 -7.177  0.08
52 H 4.638 0.411 -6.412  0.12
53 H 4.589 -1.348 -6.619  0.12
54 H 3.019 -3.687 -2.882  0.10
55 H 1.375 -3.041 -3.085  0.10
56 H 2.309 -2.661 -1.612  0.08

The SMILES is CCB1OBOB(OC[C@H](C)O)O1.CCOC(=O)OC.CCOC(=O)OC. As for the total charge: 0. The calculation puts the LUMO energy at 0.3 eV. As for the spin multiplicity: 1.

=====

DFT (ωB97M-V with the def2-TZVPD basis set) results for 9 unconnected molecules or ions with the total composition C8H26O8 in a non-equilibrium geometry.

Last column: Löwdin charge in e.
Geometry (Å):
1 C -1.859 2.644 1.706  -0.10
2 C -1.382 1.294 1.250  -0.21
3 C -0.065 1.140 0.531  -0.23
4 C 0.094 0.299 -0.621  -0.05
5 C 1.340 0.225 -1.220  -0.12
6 C 2.448 1.011 -0.882  -0.10
7 C 2.242 1.727 0.302  -0.09
8 C 0.996 1.983 0.870  -0.05
9 H -2.046 2.723 2.767  0.07
10 H -1.334 3.471 1.205  0.08
11 H -2.834 2.939 1.230  0.09
12 H -0.965 0.840 2.207  0.12
13 H -2.241 0.640 1.010  0.09
14 H -0.834 -0.143 -0.917  0.09
15 H 1.517 -0.351 -2.122  0.10
16 H 3.314 0.907 -1.501  0.08
17 H 3.086 2.361 0.572  0.10
18 H 0.793 2.704 1.644  0.11
19 O -3.617 -0.668 2.566  -0.04
20 H -3.257 -0.353 3.400  0.04
21 H -3.040 -0.433 1.844  -0.02
22 O 3.900 -1.291 -1.543  -0.06
23 H 4.499 -0.570 -1.742  0.03
24 H 3.890 -1.456 -0.580  0.05
25 O -0.151 -1.110 4.175  -0.06
26 H -1.065 -1.305 3.939  0.01
27 H 0.225 -1.094 3.281  0.01
28 O -0.122 -3.451 -2.962  -0.07
29 H 0.630 -3.233 -3.519  0.05
30 H -0.025 -2.808 -2.252  0.02
31 O 1.725 -1.224 1.319  -0.04
32 H 2.458 -0.716 0.972  0.01
33 H 1.347 -1.845 0.667  0.05
34 O -1.131 -2.816 0.356  -0.06
35 H -1.636 -3.009 1.157  0.04
36 H -1.726 -3.051 -0.390  0.06
37 O -1.035 -1.393 -3.476  -0.09
38 H -1.528 -2.197 -3.678  0.04
39 H -1.602 -0.727 -3.911  0.06
40 O -0.310 3.042 -2.795  -0.05
41 H -0.886 2.285 -2.885  0.02
42 H 0.185 3.008 -1.975  0.02

The SMILES is CCc1ccccc1.O.O.O.O.O.O.O.O. As for the total charge: 0. The calculation puts the LUMO energy at 0.1 eV. As for the spin multiplicity: 1. Its energy relative to the best compared isomer or geometry (same formula, charge and spin) is 2.119 eV.

=====

Number 1: E_HOMO -8.80 eV. Number 2: E_HOMO -10.40 eV. Number 3: E_HOMO -9.06 eV.